Entry 1:
Entry from OMol25: 2 unconnected molecules or ions with the total composition C6H9NOS in a non-equilibrium geometry (wB97M-V/def2-TZVPD).

```
18
Properties=species:S:1:pos:R:3:forces:R:3:mulliken_spin:R:1
C -2.018203 -1.278529 0.856081 2.282 0.885 -1.428 -0.094
C -0.628330 -1.126851 0.984356 0.746 0.584 0.124 0.348
C -2.514652 -0.889834 -0.312467 1.015 0.528 -1.670 0.217
C -0.002309 -0.593010 -0.142438 -0.373 0.191 -1.589 -0.172
C 2.329389 -0.164409 0.667514 -0.872 -1.914 -2.099 -0.023
C 1.273698 -0.089236 -0.466441 -0.600 -2.843 5.606 0.578
N -0.204142 2.060240 -1.181023 1.241 3.492 -0.544 0.430
O 1.053543 1.837563 -0.862291 -1.781 2.670 -0.997 0.548
S -1.229031 -0.444149 -1.407535 -0.683 -0.466 -0.117 0.087
H -2.718166 -1.547362 1.501624 -2.306 -1.287 3.586 -0.004
H -0.041988 -1.229683 1.861308 0.122 -0.441 0.854 0.033
H -3.525170 -0.632490 -0.467432 -0.932 -0.232 -0.639 0.011
H 2.644274 -1.241712 0.447561 0.140 1.189 1.313 0.027
H 1.940788 0.032496 1.650504 -0.442 -0.455 0.357 0.004
H 3.180347 0.467436 0.583596 0.678 0.594 -0.642 0.008
H 1.629266 -0.279505 -1.393979 0.930 0.198 -2.980 -0.004
H -0.302059 2.857898 -1.918370 0.179 -1.842 1.289 0.001
H -0.867255 2.261138 -0.400569 0.656 -0.854 -0.423 0.004
```
Forces are in eV/Å.

Properties
**Charge**: 0
**Multiplicity**: 3

---

Entry 2:
Entry from OMol25: a molecular structure, C6H9NS in a non-equilibrium geometry (wB97M-V/def2-TZVPD).

```
17
Properties=species:S:1:pos:R:3:forces:R:3:mulliken_charge:R:1
C -1.094172 0.050781 -0.291559 2.449 0.594 -0.948 0.141
C -1.038858 1.572428 -0.162518 -1.074 -0.259 -0.392 -0.703
C -0.641032 0.684048 0.945963 0.563 -1.154 2.471 -0.505
C 0.803755 0.071933 1.101038 0.346 0.347 0.314 -0.065
C 0.599787 -1.401520 0.593798 -0.184 -0.451 1.215 -0.850
C 0.290911 -0.778499 -0.734505 -2.535 1.484 -0.839 -0.128
H -2.396715 -1.066218 -1.406184 0.160 1.015 3.664 0.312
H -2.209766 -1.438299 0.358121 -0.379 0.685 -1.401 0.341
H -0.211877 1.982858 -0.654686 0.860 1.000 -0.825 0.252
H -1.978311 2.185337 -0.130973 1.023 -0.959 0.127 0.282
H -1.218162 0.642334 1.904379 0.335 0.008 -1.072 0.302
H 1.266973 0.325048 2.071953 0.155 -0.272 -0.690 0.465
H 1.494651 -1.971191 0.353739 0.354 -0.061 1.100 0.282
H -0.136108 -2.037825 1.195929 0.587 0.845 -1.086 0.248
H 0.172051 -1.363040 -1.661906 0.234 0.272 0.396 0.497
N -2.267544 -0.660177 -0.347102 -1.917 -2.918 -2.511 -0.566
S 1.722983 0.385451 -0.519623 -0.977 -0.178 0.477 -0.304
```
Forces are in eV/Å.

Properties
**Charge**: 0

---

Entry 3:
Entry from OMol25: a molecular structure, C6H9NS in a non-equilibrium geometry (wB97M-V/def2-TZVPD).

```
17
Properties=species:S:1:pos:R:3:forces:R:3:mulliken_charge:R:1
C -1.880312 1.170465 -0.160953 7.787 2.801 -1.724 -0.935
C -0.804058 0.044260 -0.345724 2.268 -0.464 3.414 0.415
C -0.016778 -0.437872 1.117665 -4.682 -0.514 -2.058 -1.337
C 0.598223 -1.570365 0.319975 -2.349 4.708 -1.219 -0.120
C 1.510321 -0.726464 -0.566956 -0.390 -1.133 -1.045 -0.302
C 0.593935 0.274106 -1.070746 -2.609 2.942 -1.217 -0.126
H -2.729973 1.033561 0.360460 -2.790 -1.011 1.528 0.421
H -1.031412 1.802131 0.656046 -3.098 -0.939 -2.481 0.192
H -1.984882 1.813125 -1.142547 -0.045 -1.240 2.078 0.238
H 0.586291 0.265185 1.614865 0.481 0.699 0.888 0.418
H -0.896623 -0.779292 1.670816 0.555 0.091 0.594 0.406
H 1.052441 -2.153898 0.968766 1.879 -4.106 2.219 0.630
H 2.215534 -1.345057 -1.064386 0.739 0.243 -0.997 0.359
H 1.707266 0.860309 0.586644 -0.879 1.948 6.942 0.207
H 0.366433 0.808461 -2.042884 1.271 -1.089 0.727 0.345
N 1.751175 0.694939 -0.291890 1.143 -2.240 -7.555 -0.595
S -1.037581 -1.753593 -0.609148 0.719 -0.696 -0.095 -0.216
```
Forces are in eV/Å.

Properties
**Charge**: 0

---

Values of ΔE to the lowest compared entry with this formula, charge and spin, in order: 280.8, 288.8, 523.8, all in kJ/mol.